(1)
Formula: C3H10NOS
Source: OMol25
Level of theory: ωB97M-V/def2-TZVPD

```
16
C3H10NOS | OMol25 | ωB97M-V/def2-TZVPD
C 0.271 0.790 2.332
C 0.342 0.561 0.828
C -0.843 -0.312 0.405
S -0.666 -0.896 -1.302
N 0.499 1.762 0.050
H 0.205 -0.171 2.843
H -0.682 1.241 2.650
H 1.114 1.306 2.792
H 1.147 -0.165 0.666
H -0.950 -1.166 1.076
H -1.767 0.249 0.636
H 1.033 1.495 -0.772
H -0.404 2.008 -0.350
H 0.905 -2.613 -3.919
H -0.324 -1.844 -3.600
O 0.121 -2.245 -4.334
```

For the energy relative to the best compared isomer or geometry (same formula, charge and spin), the calculation gives 36.4 kJ/mol. As for the HOMO energy: -2.78 eV. As for the spin multiplicity: 1. As for the net charge: -1. As for the frontier orbital gap: 6.65 eV. The molar mass comes out at 108.19 g/mol.

Atomic partial charges in e from the natural (NBO) method, atoms 1 to 6: number 1, C, carries -0.6063; number 2, C, carries -0.0857; number 3, C, carries -0.5192; number 4, S, carries -0.7537; number 5, N, carries -0.8533; number 6, H, carries 0.1918

=====

(2)
Formula: C6H15NO
Source: OMol25
Level of theory: ωB97M-V/def2-TZVPD

```
23
C6H15NO | OMol25 | ωB97M-V/def2-TZVPD
C 1.009 1.905 -1.583
C -0.176 1.581 -0.659
N 1.381 -0.028 1.196
C 0.424 -0.654 0.324
C -0.326 0.075 -0.513
C -1.312 -0.563 -1.416
C 0.181 -2.061 0.865
H 1.130 1.142 -2.365
H 1.946 1.679 -1.065
H 0.921 2.923 -1.952
H 0.052 1.917 0.364
H -1.154 1.994 -0.895
H 1.756 0.886 0.939
H 2.195 -0.646 1.237
H -1.409 -1.639 -1.292
H -2.299 -0.094 -1.234
H -1.103 -0.276 -2.458
H 0.071 -1.957 1.934
H -0.710 -2.512 0.431
H 1.048 -2.641 0.578
H -0.667 0.221 2.455
H -1.388 -1.100 2.545
O -1.569 -0.150 2.564
```

For the energy relative to the best compared isomer or geometry (same formula, charge and spin), the calculation gives 91.4 kJ/mol. As for the HOMO energy (spin up / spin down): 1.21 / -4.36 eV. As for the spin multiplicity: 2. As for the net charge: -1. As for the frontier orbital gap (spin up / spin down): 2.71 / 8.24 eV. The molar mass comes out at 117.19 g/mol.

Atomic partial charges in e from the natural (NBO) method, atoms 1 to 6: number 1, C, carries -0.7280; number 2, C, carries -0.4628; number 3, N, carries -1.0025; number 4, C, carries 0.1179; number 5, C, carries -0.1098; number 6, C, carries -0.6592

=====

(3)
Formula: C35H44BIN4O7W
Source: OMol25
Level of theory: ωB97M-V/def2-TZVPD

```
93
C35H44BIN4O7W | OMol25 | ωB97M-V/def2-TZVPD
W -1.079 0.150 1.438
O -2.424 4.321 5.622
C -2.062 3.482 4.625
C -2.574 3.576 3.339
C -2.148 2.685 2.396
N -1.232 1.744 2.686
C -0.785 1.610 3.951
C -1.166 2.468 4.937
C 0.011 0.366 4.096
O 0.576 -0.025 5.052
O -0.036 -0.296 2.919
C -2.684 2.500 1.026
O -3.446 3.188 0.448
O -2.161 1.357 0.532
H -3.048 4.976 5.297
H -3.335 4.302 3.072
H -0.809 2.325 5.951
I -3.342 -0.841 2.756
N -4.213 -3.482 -0.306
C -3.095 -3.781 -1.202
C -1.920 -2.818 -0.967
O -0.907 -2.842 -1.601
O -2.170 -1.936 0.018
H -4.341 -4.168 0.425
H -5.090 -3.332 -0.780
H -3.114 -2.136 0.254
H -3.378 -3.676 -2.247
H -2.714 -4.794 -1.076
C 1.281 4.358 -0.728
C 1.340 3.206 -1.734
C 2.254 3.545 -2.914
C -0.030 2.798 -2.218
C -0.823 3.769 -2.821
C -2.063 3.459 -3.346
C -2.499 2.149 -3.306
C -1.738 1.147 -2.716
C -2.191 -0.291 -2.888
C -2.050 -0.682 -4.365
C -3.623 -0.563 -2.406
C -0.505 1.475 -2.124
N 0.312 0.457 -1.481
B 0.476 0.102 -0.067
N 1.574 -0.883 -0.105
C 1.993 -1.035 -1.428
C 1.265 -0.240 -2.233
C 2.312 -1.560 0.952
C 3.648 -1.219 1.267
C 4.340 -2.009 2.190
C 3.763 -3.083 2.829
C 2.441 -3.373 2.560
C 1.712 -2.638 1.635
C 0.323 -3.155 1.311
C -0.482 -3.585 2.539
C 0.458 -4.341 0.351
C 4.516 -0.062 0.758
C 3.813 1.176 0.233
C 5.538 -0.553 -0.281
H 2.280 4.562 -0.332
H 0.628 4.103 0.111
H 0.906 5.281 -1.183
H 1.765 2.363 -1.222
H 1.855 4.378 -3.500
H 2.359 2.684 -3.580
H 3.251 3.823 -2.556
H -0.450 4.786 -2.892
H -2.676 4.230 -3.802
H -3.448 1.892 -3.765
H -1.490 -0.896 -2.330
H -2.710 -0.081 -4.997
H -2.306 -1.737 -4.511
H -1.023 -0.538 -4.707
H -4.300 0.243 -2.698
H -3.680 -0.641 -1.326
H -4.003 -1.495 -2.838
H 2.765 -1.741 -1.694
H 1.319 -0.138 -3.308
H 5.370 -1.748 2.418
H 4.332 -3.685 3.529
H 1.971 -4.211 3.061
H -0.217 -2.370 0.806
H -0.111 -4.536 2.929
H -1.527 -3.737 2.262
H -0.436 -2.849 3.339
H 1.048 -5.123 0.838
H 0.957 -4.057 -0.573
H -0.524 -4.765 0.109
H 5.080 0.254 1.637
H 3.448 0.985 -0.769
H 4.528 2.003 0.178
H 2.984 1.481 0.874
H 5.061 -0.682 -1.257
H 5.981 -1.507 0.013
H 6.343 0.179 -0.394
```

As for the HOMO energy (spin up / spin down): -6.67 / -6.67 eV. As for the spin multiplicity: 1. As for the frontier orbital gap (spin up / spin down): 5.69 / 5.69 eV. The molar mass comes out at 954.31 g/mol.

Atomic partial charges in e from the Löwdin method, atoms 1 to 6: number 1, W, carries 1.4009; number 2, O, carries 0.0901; number 3, C, carries -0.2715; number 4, C, carries 0.0947; number 5, C, carries -0.1790; number 6, N, carries -0.0498

=====

(4)
Formula: C7H20O6
Source: OMol25
Level of theory: ωB97M-V/def2-TZVPD

```
33
C7H20O6 | OMol25 | ωB97M-V/def2-TZVPD
C 0.353 -2.556 -0.506
C -0.684 -1.572 -0.375
C -1.979 -1.893 -0.859
C -2.972 -0.926 -0.534
C -2.743 0.169 0.307
C -1.487 0.384 0.849
C -0.458 -0.493 0.470
H 1.172 -2.480 0.299
H -0.209 -3.485 -0.262
H 0.834 -2.734 -1.445
H -2.259 -2.603 -1.684
H -3.962 -1.006 -0.894
H -3.502 0.813 0.636
H -1.233 1.166 1.648
H 0.529 -0.183 0.828
O 2.341 0.292 1.921
H 1.948 -0.065 2.788
H 2.927 -0.407 1.546
O 1.862 2.107 -1.640
H 1.649 1.953 -0.719
H 2.103 3.043 -1.561
O -0.830 1.452 -2.450
H -1.123 1.538 -1.538
H 0.224 1.292 -2.389
O 0.999 3.139 0.589
H 0.510 3.825 0.947
H 1.886 2.962 1.054
O 3.233 -0.219 -1.533
H 2.662 0.317 -2.203
H 2.917 -1.032 -1.883
O -0.896 -1.612 3.423
H -0.223 -2.124 3.030
H -0.698 -0.729 3.208
```

For the energy relative to the best compared isomer or geometry (same formula, charge and spin), the calculation gives 180.1 kJ/mol. The SMILES is Cc1ccccc1.O.O.O.O.O.O. As for the HOMO energy: -8.96 eV. As for the spin multiplicity: 1. As for the frontier orbital gap: 9.04 eV. The molar mass comes out at 200.23 g/mol.

Atomic partial charges in e from the natural (NBO) method, atoms 1 to 6: number 1, C, carries -0.6275; number 2, C, carries -0.0228; number 3, C, carries -0.2171; number 4, C, carries -0.1765; number 5, C, carries -0.2478; number 6, C, carries -0.1990

=====

(5)
Formula: C20H41F3NO9
Source: OMol25
Level of theory: ωB97M-V/def2-TZVPD

```
74
C20H41F3NO9 | OMol25 | ωB97M-V/def2-TZVPD
C 2.694 3.778 -5.465
C 1.536 2.754 -5.780
C 0.419 3.331 -6.743
O -0.840 2.912 -6.232
N -1.650 3.999 -5.875
C -2.999 3.497 -5.663
C -3.223 2.692 -4.337
C -2.655 1.252 -4.319
F -1.418 1.275 -3.721
F -2.512 0.670 -5.528
F -3.464 0.460 -3.545
C -1.130 4.736 -4.714
C -2.155 5.737 -4.076
O -2.142 5.790 -2.827
O -2.954 6.430 -4.757
H 3.681 3.284 -5.597
H 2.599 4.095 -4.402
H 2.601 4.653 -6.139
H 1.009 2.564 -4.814
H 1.892 1.754 -6.116
H 0.508 4.426 -6.894
H 0.591 2.863 -7.747
H -3.234 2.809 -6.512
H -3.738 4.323 -5.750
H -2.869 3.200 -3.417
H -4.331 2.582 -4.219
H -0.213 5.337 -4.947
H -0.783 3.970 -3.967
C -2.653 2.255 -0.290
O -1.517 1.578 0.218
C -0.575 1.294 -0.808
C 0.754 0.881 -0.205
O 1.557 1.990 0.193
C 1.161 2.638 1.396
C 1.525 1.852 2.644
O 0.544 0.859 2.909
C 0.972 -0.056 3.889
H -3.148 1.656 -1.062
H -3.349 2.413 0.534
H -2.368 3.231 -0.697
H -0.435 2.177 -1.442
H -0.973 0.471 -1.412
H 1.332 0.374 -0.982
H 0.623 0.173 0.616
H 0.101 2.897 1.375
H 1.725 3.574 1.414
H 1.559 2.532 3.506
H 2.507 1.380 2.511
H 1.852 -0.608 3.538
H 0.165 -0.767 4.066
H 1.201 0.460 4.829
C 0.763 -8.528 6.399
O 0.559 -7.184 6.023
C 0.881 -6.284 7.073
C 0.972 -4.864 6.545
O 2.229 -4.572 5.943
C 2.431 -5.115 4.641
C 1.671 -4.368 3.561
O 0.328 -4.824 3.496
C -0.476 -3.980 2.698
H 0.154 -8.784 7.273
H 0.467 -9.162 5.565
H 1.823 -8.709 6.615
H 1.836 -6.569 7.532
H 0.082 -6.343 7.825
H 0.899 -4.184 7.398
H 0.147 -4.628 5.871
H 2.215 -6.185 4.622
H 3.499 -4.995 4.445
H 2.140 -4.559 2.587
H 1.690 -3.292 3.771
H -0.532 -2.979 3.138
H -1.480 -4.399 2.663
H -0.081 -3.921 1.678
```

As for the HOMO energy: -4.37 eV. As for the spin multiplicity: 1. As for the net charge: -1. As for the frontier orbital gap: 6.37 eV. The molar mass comes out at 496.54 g/mol.

Atomic partial charges in e from the Löwdin method, atoms 1 to 6: number 1, C, carries -0.1133; number 2, C, carries -0.2094; number 3, C, carries -0.2049; number 4, O, carries -0.1599; number 5, N, carries -0.1576; number 6, C, carries -0.1464

=====

(6)
Formula: C4H10S
Source: OMol25
Level of theory: ωB97M-V/def2-TZVPD

```
15
C4H10S | OMol25 | ωB97M-V/def2-TZVPD
C 1.592 -0.313 -5.627
C 0.398 -0.888 -5.995
H 2.049 -0.467 -4.557
H 2.140 0.276 -6.239
H 0.421 -1.979 -5.812
H -0.526 -0.379 -6.081
C -1.841 0.068 3.148
S -0.583 1.446 3.230
C 0.546 0.754 4.443
H -1.566 -0.700 2.470
H -2.056 -0.381 4.231
H -2.828 0.592 2.815
H 0.928 1.614 4.893
H 1.163 0.152 3.817
H 0.162 0.206 5.264
```

For the energy relative to the best compared isomer or geometry (same formula, charge and spin), the calculation gives 406.1 kJ/mol. The SMILES is C=C.CSC. As for the HOMO energy: -8.32 eV. As for the spin multiplicity: 1. As for the frontier orbital gap: 8.69 eV. The molar mass comes out at 90.19 g/mol.

Atomic partial charges in e from the natural (NBO) method, atoms 1 to 6: number 1, C, carries -0.3475; number 2, C, carries -0.4218; number 3, H, carries 0.1922; number 4, H, carries 0.1759; number 5, H, carries 0.1871; number 6, H, carries 0.2141

=====

Q: spin multiplicity of number 6 (C4H10S)?
A: 1

=====

Q: What is the spin multiplicity in the second record?
A: 2